# 1
This record from the Open Molecules 2025 dataset describes C8H12F6N4O16Pt as an isolated structure at a distorted geometry. The level of theory is ωB97M-V/def2-TZVPD.

```
! wB97M-V def2-TZVPD RIJCOSX def2/J DEFGRID3
* xyz -4 3
Pt -0.170 -0.145 -0.022
N -1.557 -2.409 2.268
O -2.406 -3.177 2.052
O -1.035 -2.375 3.394
O -1.107 -1.641 1.411
N 2.703 -0.953 2.031
O 2.689 -1.320 3.226
O 3.795 -0.492 1.614
O 1.771 -1.039 1.201
N 1.291 -2.348 -2.265
O 0.714 -1.827 -1.363
O 1.901 -1.668 -3.071
O 1.152 -3.598 -2.340
N 1.513 1.973 -2.022
O 0.979 1.224 -1.222
O 2.468 1.562 -2.642
O 1.075 3.122 -2.222
C 0.420 2.655 1.782
O 1.614 2.147 2.218
O -0.429 1.525 1.462
C -0.068 3.885 2.655
F -1.333 4.213 2.402
F 0.105 3.537 3.961
F 0.673 4.963 2.449
C 2.867 2.894 2.082
C 3.637 2.365 3.352
H 3.255 2.897 4.223
H 3.442 1.307 3.528
H 4.715 2.481 3.235
H 2.880 3.983 2.134
H 3.417 2.487 1.234
H 0.495 3.147 0.813
C -2.487 -0.608 -2.384
O -2.327 -1.960 -2.015
O -1.936 0.185 -1.285
C -1.903 -0.396 -3.854
F -2.460 -1.328 -4.707
F -2.034 0.793 -4.377
F -0.580 -0.452 -3.902
C -3.508 -2.824 -2.253
C -3.236 -4.017 -1.447
H -4.079 -4.694 -1.311
H -2.283 -4.492 -1.680
H -3.077 -3.758 -0.400
H -3.568 -3.139 -3.295
H -4.464 -2.345 -2.040
H -3.520 -0.340 -2.604
*
```

***

# 2
This record from the Open Molecules 2025 dataset describes a 3-piece molecular cluster, C3H13NO2S overall at a distorted geometry. The level of theory is ωB97M-V/def2-TZVPD.

```
! wB97M-V def2-TZVPD RIJCOSX def2/J DEFGRID3
* xyz 0 1
N -0.326 0.157 1.208
C -0.866 0.401 -0.140
C -0.926 -0.836 -1.023
C -1.758 -0.655 -2.272
S -2.141 -2.329 -3.013
H 0.676 0.257 1.212
H -0.785 0.738 1.891
H -0.476 1.340 -0.556
H -1.923 0.653 0.023
H -1.232 -1.637 -0.341
H 0.072 -1.221 -1.274
H -2.720 -0.169 -2.138
H -1.180 -0.087 -2.998
H -1.216 -2.212 -3.978
O 4.035 -0.311 2.236
H 3.360 -0.154 2.907
H 3.589 -0.953 1.673
O 1.042 2.405 2.504
H 0.801 1.998 1.661
H 1.975 2.614 2.418
*
```

Energy above the lowest of the compared OMol25 structures with the same formula, charge and spin: 80.5 kJ/mol
Structure (SMILES): NCCCS.O.O

***

# 3
This record from the Open Molecules 2025 dataset describes a 2-piece molecular cluster, C5H14N2O overall at a distorted geometry. The level of theory is ωB97M-V/def2-TZVPD.

```
! wB97M-V def2-TZVPD RIJCOSX def2/J DEFGRID3
* xyz 0 1
C -3.039 -1.435 0.399
C -2.034 -0.281 0.339
N -0.718 -0.873 0.115
O -0.427 -0.994 -1.087
H -3.100 -1.928 -0.568
H -2.730 -2.168 1.143
H -4.022 -1.055 0.671
H -2.003 0.233 1.302
H -2.302 0.424 -0.456
C 0.873 1.734 -0.817
C 1.082 1.116 0.543
C 2.377 -0.079 0.497
N 2.375 -0.932 -0.612
H 0.516 0.977 -1.528
H 0.138 2.543 -0.783
H 1.808 2.138 -1.213
H 1.526 1.809 1.253
H 0.162 0.799 1.043
H 2.201 -0.648 1.412
H 3.295 0.503 0.533
H 1.466 -1.431 -0.701
H 2.556 -0.450 -1.483
*
```

Energy above the lowest of the compared OMol25 structures with the same formula, charge and spin: 446.7 kJ/mol
Structure (SMILES): CCN=O.CCCN

***

# 4
This record from the Open Molecules 2025 dataset describes a 2-piece molecular cluster, C2H4Cl3OP overall at a distorted geometry. The level of theory is ωB97M-V/def2-TZVPD.

```
! wB97M-V def2-TZVPD RIJCOSX def2/J DEFGRID3
* xyz 0 1
O 0.300 -3.118 2.107
P -0.847 -3.062 1.208
Cl -1.301 -4.894 0.727
Cl -2.472 -2.386 2.133
H -0.817 -2.290 -0.001
C 1.477 0.043 -0.273
C 1.133 0.085 0.970
Cl -0.483 0.172 1.469
H 2.571 0.115 -0.625
H 0.606 0.005 -1.050
H 1.859 0.454 1.675
*
```

Energy above the lowest of the compared OMol25 structures with the same formula, charge and spin: 135.5 kJ/mol
Structure (SMILES): O=[PH](Cl)Cl.C=CCl

***

# 5
This record from the Open Molecules 2025 dataset describes an isolated molecule of C2H4N4 at a distorted geometry. The level of theory is ωB97M-V/def2-TZVPD.

```
! wB97M-V def2-TZVPD RIJCOSX def2/J DEFGRID3
* xyz 0 1
N 0.277 2.001 -0.006
C 0.128 0.687 -0.146
N -1.105 0.139 0.280
C -0.845 -1.299 0.309
N 0.321 -1.630 -0.071
N 0.983 -0.334 -0.354
H -0.376 2.577 0.585
H 1.389 2.278 0.044
H -1.761 -1.987 0.456
H 1.714 -0.428 -1.007
*
```

Energy above the lowest of the compared OMol25 structures with the same formula, charge and spin: 161.2 kJ/mol
Structure (SMILES): Nc1ncn[nH]1

***

# 6
This record from the Open Molecules 2025 dataset describes NO5P as an isolated structure at a distorted geometry. The level of theory is ωB97M-V/def2-TZVPD.

```
! wB97M-V def2-TZVPD RIJCOSX def2/J DEFGRID3
* xyz -2 1
N -0.052 -0.768 0.393
O 0.814 1.686 0.702
O -1.508 1.331 -0.143
O -1.045 -1.462 0.109
O 1.036 -1.242 0.810
O 0.903 0.206 -1.915
P -0.126 0.824 -0.077
*
```

Energy above the lowest of the compared OMol25 structures with the same formula, charge and spin: 481.8 kJ/mol

***

Taking the records one at a time from the top gives E values of -66736.43638; -19741.60798; -10436.39875; -51043.05397; -8097.64298; -21011.75605 eV.